{"formula": "C49H79ClIN5O36PS2", "method": "ωB97M-V/def2-TZVPD", "species": ["I", "Cl", "S", "S", "P", "O", "O", "O", "O", "O", "O", "O", "O", "O", "O", "O", "O", "O", "O", "O", "O", "O", "O", "O", "O", "O", "O", "O", "O", "O", "O", "O", "O", "O", "O", "O", "O", "O", "O", "O", "O", "N", "N", "N", "N", "N", "C", "C", "C", "C", "C", "C", "C", "C", "C", "C", "C", "C", "C", "C", "C", "C", "C", "C", "C", "C", "C", "C", "C", "C", "C", "C", "C", "C", "C", "C", "C", "C", "C", "C", "C", "C", "C", "C", "C", "C", "C", "C", "C", "C", "C", "C", "C", "C", "C", "H", "H", "H", "H", "H", "H", "H", "H", "H", "H", "H", "H", "H", "H", "H", "H", "H", "H", "H", "H", "H", "H", "H", "H", "H", "H", "H", "H", "H", "H", "H", "H", "H", "H", "H", "H", "H", "H", "H", "H", "H", "H", "H", "H", "H", "H", "H", "H", "H", "H", "H", "H", "H", "H", "H", "H", "H", "H", "H", "H", "H", "H", "H", "H", "H", "H", "H", "H", "H", "H", "H", "H", "H", "H", "H", "H", "H", "H", "H"], "xyz": [[2.67572, -5.83606, 0.19809], [-3.97499, 1.13443, 1.44375], [0.50982, -4.34291, 4.33218], [-3.97906, 0.45805, -0.50274], [1.95911, -4.93520, 3.19744], [1.78181, -6.53082, 3.01633], [4.63050, -8.99053, 5.94182], [2.68350, -0.61990, -0.95797], [-5.09866, 1.09585, -1.14914], [2.27271, -2.80107, -1.17961], [-11.68467, 4.51023, -1.97265], [-0.39272, 8.92879, 4.34941], [8.64381, 2.06765, -5.72044], [8.49150, 4.84583, -2.22207], [9.81914, 2.22241, -3.80842], [4.59129, -4.15847, 1.57305], [3.35240, -4.78017, 3.97711], [-10.54601, 3.05378, -3.26059], [4.95368, -7.32402, 4.46875], [-12.54868, 2.48480, -2.45630], [-0.87253, 10.15687, 6.17835], [-9.23824, -1.94799, -0.30443], [1.82893, 2.34146, -2.09900], [-10.67368, -2.62483, -1.90574], [-2.98855, -5.80924, -0.44381], [-7.95074, 4.73130, 2.37635], [-1.86699, -2.86837, -5.66343], [-2.79987, -1.97600, -3.81746], [-9.00193, -1.19386, -2.39567], [3.52792, -7.06569, 6.19911], [-4.07772, -0.96597, -0.43617], [-1.18015, -3.52866, -3.64797], [8.06721, 2.92783, -1.11987], [-2.23786, 6.63626, 0.71177], [-0.61098, 6.06109, -0.73755], [-6.88160, 6.67115, 2.80215], [-6.37287, 5.45638, 0.97784], [-2.54670, 6.94687, -1.47959], [7.18490, 3.30316, -3.15144], [10.23959, 0.55485, -5.22379], [-1.97406, 8.23361, 5.76427], [3.64959, -0.25293, 2.11508], [2.27545, -2.24531, -3.56100], [4.76397, -3.72291, -1.25206], [-1.92309, -6.46981, 1.46912], [3.69680, -2.20040, 0.51818], [-9.73182, -1.98965, -1.56719], [0.78865, -0.84951, 1.73510], [2.44551, -1.69799, -0.17278], [-1.56979, -4.15780, 0.57856], [-2.06784, 7.38588, 4.61824], [9.48516, 1.65271, -4.99146], [7.07153, 4.46238, -3.98417], [-7.05844, 5.71474, 2.12288], [0.87902, -3.36509, 1.04894], [4.24802, 2.46396, -1.76189], [1.51313, -0.02709, 4.08043], [2.36157, -2.48847, -2.43547], [3.49912, -3.28131, 1.57282], [-2.43891, 1.03015, -1.23560], [-0.06034, -4.25536, 0.20260], [-2.02919, -2.72018, -4.33260], [-3.44069, 7.40964, 0.58341], [4.42791, -7.75849, 5.44030], [-10.70579, 1.65860, -3.53234], [4.46174, -1.09076, 1.29667], [8.28901, 5.26285, -3.58081], [2.16242, -4.10156, 1.52807], [1.18820, -1.24744, 3.17110], [10.69555, 1.33097, -3.11227], [-3.81608, 7.18339, -0.85590], [-8.01973, 3.87821, 1.22664], [-0.57439, -4.42786, -4.58456], [2.82026, 0.73649, -0.56026], [-1.58199, -0.11965, -1.80062], [-0.72870, 7.59985, 3.94737], [-7.98371, -1.26012, -0.33764], [-8.11229, -0.42117, -1.58375], [11.28425, 0.51638, -4.24376], [1.06078, -1.85289, 0.55638], [-1.06121, 9.20455, 5.50022], [3.00328, 1.58102, -1.84042], [4.83484, -2.50975, -0.51270], [-0.16760, -0.21464, -1.16927], [-11.60547, 3.45628, -2.51194], [7.93002, 3.63043, -2.07466], [-12.19743, 1.46161, -3.39622], [2.94171, -7.99072, 7.12974], [-2.23136, -5.53710, 0.45247], [-0.70811, -0.44241, 1.89489], [-1.69113, 6.50878, -0.52573], [-0.04388, -1.60373, -0.49541], [4.00041, -9.06632, 7.22527], [-0.69725, -3.66547, -5.88564], [-6.67937, 4.12046, 0.56874], [7.07185, 4.17878, -5.03321], [4.89471, -1.66685, -1.19981], [-1.91228, 1.61828, -0.48526], [-3.21517, 8.45577, 0.79933], [-7.17502, -1.98924, -0.41005], [11.43996, 1.88779, -2.54951], [0.25132, -3.23579, 1.93636], [5.51182, -4.36067, -1.03405], [0.04192, -2.27211, -1.35237], [-1.13881, -5.36169, -4.58887], [0.60879, 0.27674, 4.60444], [3.72859, -0.48319, 3.09602], [5.29647, -3.79991, 2.12508], [-4.44040, 6.29800, -0.98733], [0.08818, -4.21105, -0.87282], [-0.83291, -4.31072, -6.74937], [1.29881, 0.09290, 1.54190], [-1.13541, -6.16475, 2.02981], [-2.23724, 6.35454, 4.91783], [-2.12468, -3.53558, -0.12146], [-7.16390, -0.26317, -2.08923], [-7.84510, -0.65823, 0.55721], [5.77822, -2.49604, 0.02470], [-2.90461, 7.71844, 4.00010], [1.89815, 0.82050, 3.51469], [-4.20232, 7.05929, 1.27638], [0.14671, -5.29363, 0.46756], [0.90364, -6.76445, 3.34367], [3.90832, 0.71835, 2.01105], [-5.89456, 3.45773, 0.93874], [3.14447, 0.90526, -2.69205], [-0.77840, 7.52490, 2.86358], [8.13169, 6.33699, -3.63149], [-8.85693, 4.19367, 0.60141], [3.33288, -5.39662, 4.73367], [-0.88472, -0.07488, 2.90589], [0.45647, -4.63376, -4.30634], [-12.73096, 1.63970, -4.33135], [1.99939, -1.96680, 3.27353], [12.18055, 0.97221, -4.66728], [5.23151, -1.57421, 1.89840], [0.52543, -0.17595, -2.00807], [-1.71799, -7.36567, 1.04059], [2.74410, -7.50207, 8.07986], [1.57673, 2.20201, -3.01378], [-1.71333, -3.83899, 1.61554], [0.02565, 0.64787, -0.53813], [4.74444, -8.85514, 7.99456], [-4.31390, 8.03990, -1.30229], [5.01259, -0.47172, 0.59315], [4.03228, 3.34436, -1.15343], [9.17270, 5.00076, -4.16318], [-1.37036, -1.30589, 1.80244], [-12.46609, 0.47905, -3.01647], [4.70261, -3.55641, -2.24515], [-1.02242, -1.84455, -0.09739], [1.98002, 1.18741, -0.03422], [10.10432, 0.72782, -2.42115], [6.13658, 4.97611, -3.74842], [2.24294, -0.32059, 4.83680], [4.51647, 2.81630, -2.75719], [2.00236, -8.35816, 6.71429], [-8.57254, 0.55024, -1.38375], [0.15127, -3.00248, -6.06287], [3.70086, 0.94990, 0.04466], [-10.14141, 1.09036, -2.79413], [5.10282, 1.89302, -1.39652], [-1.48204, 0.05758, -2.86915], [3.56665, -2.84873, 2.57295], [-1.01175, 0.36823, 1.23864], [-2.09600, -1.07548, -1.72617], [0.34341, -1.72938, 3.65989], [-6.71943, 4.04780, -0.51561], [11.50634, -0.50956, -3.96223], [-2.72505, 1.70702, -2.03845], [-10.33681, 1.41416, -4.52515], [-8.16936, 2.84379, 1.52604], [3.58818, -10.05772, 7.39091], [0.03830, 6.91571, 4.31718]], "atomic_forces_ev_per_a": [[-0.1, 0.1, -0.1], [0.3, 0.1, -0.2], [-0.4, 0.1, -0.4], [-1.9, -0.4, -1.0], [-0.7, -0.5, 1.7], [0.4, 0.5, -0.4], [-0.1, 0.2, 0.0], [0.4, -0.2, 0.8], [0.7, 0.5, 0.4], [0.5, 0.4, -0.3], [0.0, 0.0, 0.0], [-0.1, -0.1, 0.1], [0.0, 0.1, 0.0], [-0.1, -0.1, -0.1], [0.1, 0.0, 0.0], [0.0, 0.4, -0.7], [-0.2, 0.0, -1.0], [-0.1, 0.0, 0.0], [-0.1, 0.2, 0.0], [0.1, 0.1, -0.1], [0.0, 0.0, 0.0], [0.0, 0.1, -0.1], [0.0, 0.0, 0.3], [0.0, 0.0, 0.0], [0.2, -0.1, -0.1], [0.1, 0.0, -0.1], [0.0, 0.0, 0.2], [0.0, 0.0, 0.0], [0.0, 0.0, 0.2], [0.1, -0.1, -0.2], [0.9, -0.1, 0.4], [0.0, 0.1, 0.0], [0.0, -0.1, 0.1], [0.0, 0.0, -0.2], [0.0, -0.1, 0.0], [0.1, 0.0, 0.0], [0.0, 0.0, 0.0], [0.1, 0.0, 0.3], [-0.1, 0.1, 0.2], [0.0, 0.1, 0.1], [0.1, 0.0, -0.1], [0.5, -0.3, 0.0], [0.4, -0.2, 0.1], [0.1, 0.6, 0.2], [0.6, 0.6, -0.8], [1.5, 1.1, 0.9], [-0.1, -0.1, 0.0], [-0.5, 0.6, 0.8], [-1.6, -1.0, -1.3], [-0.2, -0.3, -0.5], [-0.1, -0.1, -0.1], [0.0, 0.0, -0.1], [-0.1, 0.1, -0.3], [-0.1, 0.0, 0.1], [-0.6, 0.5, 0.3], [-0.4, 0.1, -0.2], [-0.3, -0.5, -0.3], [-0.8, 0.1, 0.4], [-0.1, -1.6, 1.2], [0.4, -0.2, 0.0], [-0.7, -0.8, 0.7], [0.0, 0.0, 0.0], [-0.2, 0.2, 0.4], [0.1, -0.3, 0.0], [0.1, -0.2, -0.2], [0.2, 1.2, 0.6], [0.1, 0.2, -0.2], [1.4, -0.7, -1.1], [0.2, 0.3, 0.5], [0.1, -0.1, 0.2], [-0.3, 0.0, -0.2], [-0.1, -0.1, -0.1], [0.1, -0.2, 0.0], [0.2, 2.1, -0.4], [0.4, 0.4, 0.2], [0.1, -0.2, -0.2], [0.2, 0.0, 0.1], [0.3, 0.3, -0.2], [0.2, -0.1, 0.1], [-0.2, -0.1, 0.6], [0.0, 0.0, 0.0], [0.3, -0.4, -0.6], [1.0, -1.2, -1.4], [-0.5, -0.5, -0.5], [-0.1, 0.0, 0.0], [0.0, -0.1, -0.1], [-0.1, -0.1, 0.0], [-0.3, 0.0, 0.2], [-0.1, 0.0, 0.3], [0.1, -0.3, 0.2], [0.0, 0.0, 0.0], [0.2, 0.7, -1.1], [0.0, -0.1, 0.2], [0.2, -0.1, -0.2], [0.1, -0.2, -0.2], [0.1, -0.2, 0.1], [-0.6, 0.2, 0.3], [-0.1, 0.0, 0.1], [0.1, 0.0, 0.0], [0.0, 0.0, 0.0], [-0.1, 0.2, -0.1], [0.4, 0.0, 0.3], [-0.1, -0.1, 0.1], [0.1, -0.2, 0.2], [0.0, 0.0, 0.0], [0.1, 0.2, 0.0], [-0.2, 0.0, 0.0], [-0.1, -0.2, 0.2], [0.0, 0.0, 0.0], [0.0, 0.1, 0.0], [-0.2, 0.1, 0.0], [0.2, -0.2, -0.2], [-0.1, 0.0, 0.1], [0.0, 0.1, 0.2], [-0.1, 0.2, 0.3], [-0.1, -0.1, -0.1], [-0.2, -0.1, 0.1], [-0.3, 0.1, 0.5], [0.0, 0.0, 0.0], [0.0, 0.1, 0.1], [0.1, -0.1, 0.0], [0.4, 0.2, 0.0], [0.0, 0.0, 0.1], [-0.1, 0.0, 0.0], [-0.1, 0.0, 0.0], [0.1, -0.3, 0.3], [0.0, 0.2, 0.0], [0.0, 0.0, 0.2], [0.0, 0.0, 0.0], [0.3, 0.0, 0.0], [0.2, 0.1, 0.0], [0.0, 0.1, 0.1], [0.0, 0.1, 0.0], [0.0, 0.0, -0.3], [0.0, 0.0, 0.0], [-0.1, -0.6, -0.3], [0.2, 0.1, 0.2], [-0.4, -0.2, 0.3], [0.1, 0.2, -0.1], [-0.1, 0.1, -0.1], [0.1, 0.2, -0.1], [0.1, -0.1, 0.1], [0.0, 0.0, 0.0], [0.2, 0.0, -0.1], [-0.2, -0.3, -0.3], [0.2, -0.1, 0.2], [0.0, -0.1, 0.0], [-0.1, 0.1, -0.1], [-0.1, 0.1, 0.2], [-0.1, -0.2, -0.1], [0.2, 0.0, 0.5], [-0.3, -0.6, 0.0], [0.0, 0.0, 0.0], [0.0, 0.0, 0.1], [0.0, 0.1, 0.1], [-0.1, 0.0, 0.0], [0.0, 0.0, 0.0], [0.0, 0.0, 0.0], [0.0, 0.0, 0.1], [0.0, -0.6, -0.1], [-0.1, 0.0, 0.0], [0.1, 0.2, 0.1], [-0.1, 0.0, 0.0], [-0.5, 0.9, -0.4], [-0.1, -0.2, -0.2], [-0.1, 0.1, 0.0], [0.1, -0.3, -0.2], [0.0, 0.2, 0.0], [-0.1, 0.0, -0.1], [-0.4, 0.0, 0.2], [0.1, 0.2, 0.0], [0.0, 0.1, 0.2], [0.1, 0.0, -0.2], [0.0, 0.0, 0.0]], "lowdin_charge": [1.17, 0.39, 0.41, 0.36, 0.22, -0.30, 0.08, -0.01, -0.36, -0.01, 0.16, 0.06, 0.17, 0.07, 0.04, -0.09, -0.19, 0.06, 0.17, 0.06, 0.18, 0.07, -0.01, 0.17, 0.09, 0.07, 0.08, 0.16, 0.05, 0.02, -0.33, 0.04, 0.13, 0.04, 0.16, 0.17, 0.03, 0.07, 0.03, 0.07, 0.06, 0.08, 0.23, 0.03, 0.15, 0.02, -0.57, -0.26, -0.28, -0.08, -0.12, -0.56, -0.11, -0.57, -0.26, -0.02, -0.08, -0.34, -0.38, -0.22, -0.21, -0.56, -0.11, -0.57, -0.11, -0.16, -0.10, -0.57, -0.27, -0.11, -0.11, -0.10, -0.12, -0.11, -0.18, -0.12, -0.11, -0.13, -0.11, -0.17, -0.57, -0.38, -0.16, -0.14, -0.57, -0.60, -0.10, -0.10, -0.51, -0.03, -0.57, -0.12, -0.10, -0.11, -0.12, 0.13, 0.15, 0.08, 0.14, 0.13, 0.14, 0.07, 0.09, 0.11, 0.14, 0.08, 0.09, 0.13, 0.12, 0.11, 0.14, 0.10, 0.05, 0.13, 0.11, 0.12, 0.13, 0.13, 0.13, 0.07, 0.12, 0.02, 0.05, 0.11, 0.10, 0.15, 0.12, 0.13, 0.14, 0.06, 0.09, 0.12, 0.13, 0.06, 0.14, 0.14, 0.10, 0.11, 0.14, 0.10, 0.12, 0.09, 0.14, 0.14, 0.13, 0.10, 0.13, 0.09, 0.14, 0.09, 0.09, 0.13, 0.13, 0.13, 0.08, 0.08, 0.14, 0.12, 0.13, 0.09, 0.10, 0.08, 0.11, 0.12, 0.05, 0.08, 0.05, 0.13, 0.13, 0.11, 0.14, 0.13, 0.14, 0.13], "gap_ev": 8.585, "multiplicity": 1, "charge": 1}